Version w
Entry from OMol25: a 2-piece molecular cluster, CH2FNO overall (ωB97M-V/def2-TZVPD).

## Properties
LUMO level (alpha / beta): -1.098 / -1.243 eV

```
6
CH2FNO (ωB97M-V/def2-TZVPD)
F -0.36 0.72 -1.77
O -0.81 1.41 1.73
N 0.27 -0.61 0.00
C -0.25 0.56 -0.49
H 0.59 -0.61 1.01
H 0.56 -1.47 -0.48
```

***

Version x
Entry from OMol25: one molecule with the formula CH2FNO (ωB97M-V/def2-TZVPD).

## Properties
SMILES: NC(=O)F
LUMO level: 0.741 eV

```
6
CH2FNO (ωB97M-V/def2-TZVPD)
F -2.21 -1.10 0.02
O -2.35 1.10 -0.01
N -0.31 0.02 -0.04
C -1.67 0.17 -0.02
H 0.00 -0.86 -0.51
H 0.31 0.70 0.19
```

***

It is version x that is most stable; the runner-up trails by 7.412 eV.

***

Version w
Entry from OMol25: one molecule with the formula C21H26N2O2 (ωB97M-V/def2-TZVPD).

## Properties
SMILES: COc1ccccc1CC(=O)N1CCN(CCc2ccccc2)CC1
LUMO level: 0.780 eV

```
51
C21H26N2O2 (ωB97M-V/def2-TZVPD)
O 1.88 0.89 -1.34
O 4.29 0.98 0.78
N 0.42 1.66 0.18
N -2.37 1.95 0.03
C 4.11 -2.88 -0.73
C -3.79 1.81 -0.20
C -3.38 -3.19 0.66
C -0.40 1.53 1.36
C 1.40 0.81 -0.23
C -3.05 -1.58 -1.08
C 5.42 -0.92 -0.27
C -4.26 0.63 -1.08
C 4.30 -0.28 0.25
C -4.29 -2.35 1.26
C -3.96 -0.72 -0.48
C -4.58 -1.12 0.69
C -1.78 1.02 0.96
C -2.76 -2.81 -0.52
C 5.32 -2.21 -0.76
C 3.07 -0.95 0.28
C 2.99 -2.24 -0.22
C -0.17 2.57 -0.78
C -1.56 2.07 -1.17
C 1.86 -0.23 0.79
C 5.46 1.75 0.68
H 6.20 -2.69 -1.16
H 2.04 -2.75 -0.21
H -4.78 -2.64 2.18
H 1.04 -0.94 0.98
H -1.67 0.01 0.53
H -2.57 -1.29 -2.01
H -5.34 0.73 -1.20
H 0.06 0.87 2.09
H -5.31 -0.47 1.16
H -3.81 0.71 -2.07
H 0.48 2.61 -1.65
H -3.15 -4.15 1.11
H 5.76 1.88 -0.37
H -0.50 2.53 1.81
H 5.21 2.72 1.10
H 4.04 -3.88 -1.12
H -4.27 1.75 0.78
H 6.29 1.32 1.25
H -4.13 2.74 -0.68
H 6.37 -0.41 -0.30
H -2.03 2.78 -1.84
H 2.11 0.28 1.72
H -0.24 3.56 -0.32
H -1.45 1.10 -1.69
H -2.42 0.95 1.85
H -2.05 -3.47 -1.00
```

***

Version x
Entry from OMol25: one molecule with the formula C21H26N2O2 (ωB97M-V/def2-TZVPD).

## Properties
SMILES: CCCN1CCC(NC(=O)c2cccc(Oc3ccccc3)c2)CC1
LUMO level: 0.712 eV

```
51
C21H26N2O2 (ωB97M-V/def2-TZVPD)
O -2.35 4.12 -3.01
O -0.55 -0.32 -1.19
N 1.49 -3.32 1.36
N -1.41 -0.29 0.91
C -4.38 2.39 -0.56
C -1.03 4.44 -3.25
C -2.68 3.21 -2.05
C 1.20 4.96 -2.55
C 0.90 -0.97 1.46
C -0.77 -2.67 0.78
C 2.55 -5.00 2.98
C -3.95 3.32 -1.49
C -1.85 2.16 -1.68
C -2.28 1.24 -0.72
C 1.72 -2.09 2.09
C -0.09 4.57 -2.24
C 1.55 5.23 -3.86
C -0.68 4.73 -4.57
C -3.55 1.36 -0.17
C 3.55 -4.32 3.90
C -0.58 -1.33 1.49
C 0.11 -3.73 1.44
C 2.46 -4.37 1.57
C -1.33 0.13 -0.38
C 0.61 5.12 -4.87
H -3.91 0.63 0.54
H 1.55 -4.99 3.44
H -5.37 2.47 -0.15
H 1.93 5.05 -1.76
H 2.78 -1.84 2.04
H 2.56 5.54 -4.10
H 1.43 -2.18 3.16
H 0.87 5.34 -5.89
H 4.54 -4.32 3.45
H -1.82 -2.97 0.81
H -4.59 4.13 -1.80
H -0.47 -2.55 -0.26
H 1.20 -0.84 0.42
H -0.90 -1.43 2.54
H -1.43 4.64 -5.34
H -0.23 -3.87 2.48
H 0.00 -4.68 0.91
H -0.88 2.02 -2.13
H 3.60 -4.84 4.85
H -0.37 4.37 -1.22
H -2.04 0.21 1.52
H 1.08 -0.03 1.99
H 3.45 -3.96 1.31
H 3.27 -3.28 4.10
H 2.84 -6.05 2.87
H 2.22 -5.15 0.85
```

***

It is version x that is most stable; the runner-up trails by 0.257 eV.

***

Version w
Entry from OMol25: one molecule with the formula C7H9NOS (ωB97M-V/def2-TZVPD).

## Properties
SMILES: C=[S@](C)(=O)c1ccccn1
LUMO level: 0.649 eV

```
19
C7H9NOS (ωB97M-V/def2-TZVPD)
S -0.41 -0.68 1.40
O -0.35 0.15 2.55
N 0.51 -0.02 -1.15
C 0.13 0.53 -0.07
C 0.69 0.82 -2.17
C -0.19 2.67 -0.94
C -0.25 1.82 0.17
C -1.88 -1.41 1.19
C 0.33 2.19 -2.13
C 1.07 -1.82 1.33
H 0.88 0.34 -3.20
H -2.74 -0.76 1.12
H 0.12 2.70 -3.13
H -0.54 2.20 1.20
H 0.59 -2.40 0.56
H 1.11 -2.44 2.26
H -0.57 3.66 -0.73
H 2.14 -1.46 1.13
H -1.86 -2.29 0.53
```

***

Version x
Entry from OMol25: one molecule with the formula C7H9NOS (ωB97M-V/def2-TZVPD).

## Properties
LUMO level: 0.661 eV

```
19
C7H9NOS (ωB97M-V/def2-TZVPD)
S -1.28 0.73 1.37
O -1.49 1.86 0.58
N 0.42 0.43 1.38
C 1.25 1.33 0.77
C 2.55 0.98 1.10
C -1.70 -0.93 -2.66
C 1.11 -0.53 2.00
C -1.46 -0.73 -0.22
C -1.71 -0.21 -1.40
C 2.43 -0.24 1.86
H 1.03 2.09 0.01
H 0.48 -1.29 2.38
H -1.14 -0.37 -3.54
H -1.93 0.88 -1.48
H 3.42 1.50 0.84
H 3.11 -0.87 2.37
H -2.74 -1.06 -2.95
H -1.23 -1.77 0.08
H -1.11 -1.79 -2.49
```

***

It is version x that is most stable; the runner-up trails by 0.751 eV.

***

Version w
Entry from OMol25: a 2-piece molecular cluster, C4H7ClN2 overall (ωB97M-V/def2-TZVPD).

## Properties
LUMO level (alpha / beta): -0.395 / 0.212 eV

```
14
C4H7ClN2 (ωB97M-V/def2-TZVPD)
Cl -2.71 0.16 0.46
N -0.23 1.25 -0.91
N 0.20 -1.62 -2.12
C 0.65 0.29 -0.54
C 0.47 -0.94 -1.22
C -1.59 -1.18 0.79
C 1.68 0.55 0.53
H 1.63 1.56 0.68
H -1.19 0.84 -1.02
H -0.26 2.19 -0.44
H -1.23 -1.24 1.80
H -1.71 -2.18 0.40
H 2.63 0.34 0.06
H 1.67 -0.01 1.53
```

***

Version x
Entry from OMol25: a 2-piece molecular cluster, C4H7ClN2 overall (ωB97M-V/def2-TZVPD).

## Properties
SMILES: [H]/N=C(/C#N)CC.Cl
LUMO level: -0.022 eV

```
14
C4H7ClN2 (ωB97M-V/def2-TZVPD)
Cl -4.15 0.68 -0.08
N 1.68 -1.93 -0.49
N -1.66 -1.56 0.18
C 0.25 1.34 -0.24
C 1.13 0.31 0.47
C 0.86 -1.09 -0.02
C -0.53 -1.42 0.07
H 2.65 -1.62 -0.53
H 0.41 1.31 -1.32
H 0.47 2.34 0.12
H 2.19 0.55 0.31
H -0.81 1.13 -0.05
H -3.43 -0.38 0.05
H 0.93 0.34 1.54
```

***

It is version x that is most stable; the runner-up trails by 3.506 eV.

***

Version w
Entry from OMol25: one molecule with the formula C3H3FN2O2 (ωB97M-V/def2-TZVPD).

## Properties
SMILES: Oc1n[nH]c(O)c1F
LUMO level: 0.596 eV

```
11
C3H3FN2O2 (ωB97M-V/def2-TZVPD)
F -0.05 2.21 0.00
O 2.46 0.47 0.00
O -2.37 0.19 0.00
N -0.51 -1.24 0.00
N 0.84 -1.23 0.00
C 0.04 0.86 0.01
C -1.02 0.00 0.00
C 1.17 0.04 -0.01
H -1.05 -2.11 0.02
H 3.02 -0.33 -0.01
H -2.53 1.14 0.00
```

***

Version x
Entry from OMol25: C3H3FN2O2 as an isolated structure (ωB97M-V/def2-TZVPD).

## Properties
LUMO level: -0.974 eV

```
11
C3H3FN2O2 (ωB97M-V/def2-TZVPD)
F -1.96 1.64 -0.71
O 0.57 0.53 -0.25
O -0.11 -1.40 0.63
N -2.92 -0.72 -0.04
N -2.73 -0.18 1.07
C -1.78 0.07 0.10
C 2.01 0.23 -0.22
C -0.34 -0.33 0.13
H 2.15 -0.94 -0.24
H 2.58 0.58 0.65
H 2.53 0.51 -1.13
```

***

It is version w that is most stable; the runner-up trails by 3.149 eV.

***

Version w
Entry from OMol25: an isolated ion of composition C3H9N2 and charge +1 (ωB97M-V/def2-TZVPD).

## Properties
SMILES: CN(C)C=[NH2+]
total charge: +1
LUMO level: -4.138 eV

```
14
C3H9N2 (ωB97M-V/def2-TZVPD)
N -0.16 -0.12 -0.06
N 2.29 -0.07 0.26
C 1.19 -0.72 0.11
C -0.62 1.24 -0.17
C -1.37 -0.90 -0.09
H 1.12 -1.85 0.09
H 3.22 -0.52 0.42
H -1.44 1.52 0.56
H 0.25 1.87 -0.15
H -1.31 1.52 -1.10
H -2.19 -0.36 -0.50
H -1.63 -0.99 0.98
H -1.32 -1.90 -0.52
H 2.42 0.94 0.32
```

***

Version x
Entry from OMol25: an isolated ion of composition C3H9N2 and charge +1 (ωB97M-V/def2-TZVPD).

## Properties
total charge: +1
LUMO level: -9.204 eV

```
14
C3H9N2 (ωB97M-V/def2-TZVPD)
N 0.76 0.11 -0.78
N -1.62 -0.10 -0.48
C 0.33 -0.62 1.70
C 1.08 0.29 0.64
C -0.64 0.43 -1.27
H 0.74 1.28 0.86
H 0.93 -0.88 -0.98
H -0.73 -0.36 1.86
H -2.42 -0.55 -0.94
H -0.51 0.12 -2.33
H 0.77 -0.34 2.68
H 0.40 -1.66 1.40
H -0.70 1.53 -1.24
H 2.15 0.16 0.74
```

***

It is version w that is most stable; the runner-up trails by 4.219 eV.

***

Version w
Entry from OMol25: an isolated ion of composition C3H9N2 and charge +1 (ωB97M-V/def2-TZVPD).

## Properties
SMILES: C[NH2+][C@@H]1CN1
total charge: +1
LUMO level: -3.703 eV

```
14
C3H9N2 (ωB97M-V/def2-TZVPD)
N 2.15 -0.64 0.20
N -0.47 -0.55 -0.13
C -1.85 -0.04 0.20
C 2.00 0.70 -0.21
C 0.76 0.16 0.51
H 1.99 -1.38 -0.51
H 1.93 1.03 -1.27
H -0.17 -1.57 0.03
H -2.57 -0.79 0.01
H -0.52 -0.36 -1.11
H 0.76 0.59 1.47
H -2.21 0.87 -0.21
H 2.57 1.41 0.31
H -1.88 0.07 1.26
```

***

Version x
Entry from OMol25: a 2-piece molecular cluster, C3H9N2 overall (ωB97M-V/def2-TZVPD).

## Properties
total charge: +1
LUMO level (alpha / beta): -7.102 / -4.696 eV

```
14
C3H9N2 (ωB97M-V/def2-TZVPD)
N -2.95 0.28 -0.57
N 0.81 -0.14 -0.16
C 1.69 -1.17 -0.41
C -2.05 -0.18 0.23
C 1.21 1.15 0.24
H 2.66 -1.10 0.02
H 1.27 -2.22 -0.15
H 2.34 1.19 0.52
H -2.83 1.03 -1.12
H -2.44 -1.04 0.85
H -3.91 -0.03 -0.39
H 1.66 -1.35 -1.45
H 0.93 1.87 -0.55
H 0.83 1.57 1.16
```

***

Version y
Entry from OMol25: a 2-piece molecular cluster, C3H9N2 overall (ωB97M-V/def2-TZVPD).

## Properties
total charge: +1
LUMO level: -5.080 eV

```
14
C3H9N2 (ωB97M-V/def2-TZVPD)
N 1.52 -0.60 -1.01
N 0.00 1.20 -0.01
C -2.06 0.58 1.16
C -0.72 0.54 1.04
C 1.06 -1.89 -0.96
H 1.99 -0.59 -1.97
H 0.04 -2.24 -0.82
H 1.02 0.54 -0.14
H -2.61 0.93 0.22
H 0.22 2.12 0.41
H -0.28 1.46 -0.90
H 1.94 -2.43 -0.83
H -0.03 0.52 1.87
H -2.59 0.06 1.89
```

***

It is version w that is most stable; the runner-up trails by 1.539 eV.

***

Version w
Entry from OMol25: a 3-piece molecular cluster, C3H9N2 overall (ωB97M-V/def2-TZVPD).

## Properties
total charge: +1
LUMO level: -3.861 eV

```
14
C3H9N2 (ωB97M-V/def2-TZVPD)
N 1.36 0.66 0.63
N -1.04 1.07 0.65
C -0.31 -1.30 0.81
C -0.11 0.17 0.64
C -1.82 1.93 0.86
H -1.29 -1.38 1.28
H 1.59 1.34 1.38
H 1.54 0.96 -0.46
H 0.06 -0.15 -1.81
H 2.00 -0.12 0.85
H 0.36 -1.68 1.53
H -0.34 0.32 -2.43
H -2.38 2.72 0.35
H -0.24 -1.98 -0.06
```

***

Version x
Entry from OMol25: a 2-piece molecular cluster, C3H9N2 overall (ωB97M-V/def2-TZVPD).

## Properties
total charge: +1
LUMO level (alpha / beta): -5.377 / -6.415 eV

```
14
C3H9N2 (ωB97M-V/def2-TZVPD)
N 1.57 1.78 1.05
N -0.16 -0.87 0.00
C 0.09 -1.17 -1.36
C 0.65 1.53 0.24
C -1.47 -0.75 0.42
H 0.07 -2.22 -1.42
H -1.44 -0.11 1.29
H 1.92 2.61 1.50
H 2.25 1.06 1.44
H -2.20 -0.74 -0.27
H -1.70 -1.77 0.73
H -0.05 2.31 0.13
H 1.12 -0.89 -1.78
H -0.65 -0.76 -1.98
```

***

Version y
Entry from OMol25: an isolated ion of composition C3H9N2 and charge +1 (ωB97M-V/def2-TZVPD).

## Properties
SMILES: C=N[C@H](C)[NH3+]
total charge: +1
LUMO level: -3.643 eV

```
14
C3H9N2 (ωB97M-V/def2-TZVPD)
N -1.20 -1.04 -0.53
N 0.92 -0.71 0.06
C 1.89 -0.30 0.69
C -0.04 -0.01 -0.62
C -0.40 1.36 0.17
H -0.46 2.20 -0.38
H 0.36 1.48 0.93
H -1.35 1.13 0.71
H -2.02 -0.91 -1.11
H 2.37 -1.12 1.13
H 1.94 0.82 0.96
H -0.74 -2.02 -0.87
H 0.06 0.22 -1.64
H -1.34 -1.09 0.50
```

***

It is version y that is most stable; the runner-up trails by 2.624 eV.

***

Version w
Entry from OMol25: one molecule with the formula C4H8N2O2 (ωB97M-V/def2-TZVPD).

## Properties
SMILES: CC1=N[C@](C)(O)NO1
LUMO level: 0.878 eV

```
16
C4H8N2O2 (ωB97M-V/def2-TZVPD)
O -0.55 1.14 1.03
O 1.01 0.83 -1.76
N 0.53 -0.56 -0.02
N -0.86 1.31 -0.33
C 0.21 0.02 1.09
C 0.70 -0.39 2.40
C -1.04 -0.72 -1.71
C -0.09 0.27 -1.07
H 0.32 -1.32 2.66
H -0.50 2.20 -0.57
H 1.78 -0.45 2.49
H 0.29 0.31 3.09
H -1.48 -0.30 -2.55
H -0.33 -1.50 -1.94
H 1.80 0.25 -1.74
H -1.80 -1.08 -1.06
```

***

Version x
Entry from OMol25: one molecule with the formula C4H8N2O2 (ωB97M-V/def2-TZVPD).

## Properties
SMILES: N[C@@H]1C[C@@]1(N)C(=O)O
LUMO level: 0.682 eV

```
16
C4H8N2O2 (ωB97M-V/def2-TZVPD)
O 2.16 -1.88 -0.18
O 1.68 -1.03 1.85
N -0.36 1.72 -0.68
N -0.47 0.09 1.48
C -0.91 -0.69 -1.01
C 0.09 0.43 -1.04
C -0.05 -0.53 0.19
C 1.50 -1.24 0.58
H 0.88 -0.35 2.07
H -0.66 -1.57 -1.62
H -1.56 -0.26 1.65
H -1.99 -0.48 -0.80
H -1.12 1.99 -1.35
H -0.61 1.08 1.10
H 0.43 2.38 -0.64
H 0.99 0.34 -1.60
```

***

Version y
Entry from OMol25: C4H8N2O2 as an isolated structure (ωB97M-V/def2-TZVPD).

## Properties
LUMO level: 0.242 eV

```
16
C4H8N2O2 (ωB97M-V/def2-TZVPD)
O 0.41 -2.46 0.10
O -1.15 -1.15 1.88
N -0.37 -0.42 -0.01
N -0.08 0.89 -0.55
C -1.43 1.11 1.57
C 0.52 -1.34 -0.37
C 1.55 -0.89 -1.49
C -0.97 -0.16 1.30
H 0.96 0.94 -0.67
H 2.68 -1.63 -1.82
H -1.08 1.27 3.05
H -0.51 1.12 -1.58
H 0.93 -0.81 -2.53
H -0.73 2.30 1.08
H 1.94 0.17 -0.99
H -2.68 1.06 1.02
```

***

Version z
Entry from OMol25: one molecule with the formula C4H8N2O2 (ωB97M-V/def2-TZVPD).

## Properties
SMILES: [H]/N=C\N(O)C(=C)OC
LUMO level: 0.748 eV

```
16
C4H8N2O2 (ωB97M-V/def2-TZVPD)
O 1.62 1.23 0.49
O -1.39 -0.41 -0.55
N 2.68 -1.10 -0.23
N 0.77 0.24 0.08
C 1.42 -0.89 -0.36
C -0.89 1.89 -0.26
C -1.84 -1.29 0.47
C -0.57 0.59 -0.21
H -1.87 2.19 -0.60
H 0.83 -1.62 -0.89
H 2.23 1.38 -0.28
H -2.39 -2.07 -0.07
H 3.08 -0.35 0.31
H -1.05 -1.76 1.08
H -0.13 2.67 -0.09
H -2.50 -0.71 1.12
```

***

It is version x that is most stable; the runner-up trails by 0.301 eV.

***

Version w
Entry from OMol25: a 2-piece molecular cluster, C4H8N2O2 overall (ωB97M-V/def2-TZVPD).

## Properties
LUMO level (alpha / beta): 0.480 / 0.511 eV

```
16
C4H8N2O2 (ωB97M-V/def2-TZVPD)
O 0.69 -1.59 -2.35
O 0.29 0.65 2.05
N 0.13 0.27 -1.21
N -1.69 -0.28 1.14
C -0.54 -0.36 1.54
C 0.75 -0.70 -1.54
C -0.23 1.98 2.06
C 1.19 -2.28 -3.29
H 0.93 -3.31 -3.45
H 1.77 -1.82 -4.13
H -0.16 -1.31 2.09
H -0.19 2.57 1.20
H -1.22 2.18 2.42
H -0.03 0.71 -0.33
H 0.37 2.63 2.80
H -2.06 0.67 1.01
```

***

Version x
Entry from OMol25: one molecule with the formula C4H8N2O2 (ωB97M-V/def2-TZVPD).

## Properties
SMILES: CN1N=CCC1(O)O
LUMO level: 0.637 eV

```
16
C4H8N2O2 (ωB97M-V/def2-TZVPD)
O 0.64 1.53 0.59
O 1.73 -0.45 0.56
N -0.17 -0.25 -0.89
N -1.34 -0.78 -0.57
C 0.13 0.59 -2.04
C 0.53 0.19 0.57
C -1.55 -0.96 0.67
C -0.46 -0.29 1.56
H -0.39 1.47 -2.32
H 1.69 -1.41 0.75
H -2.45 -1.35 0.81
H 1.16 0.62 -2.04
H -0.96 0.42 2.18
H -0.12 0.02 -2.92
H 1.54 1.69 0.92
H 0.02 -1.05 2.18
```

***

It is version x that is most stable; the runner-up trails by 4.647 eV.

***

Version w
Entry from OMol25: an isolated ion of composition C6H13N2S and charge +1 (ωB97M-V/def2-TZVPD).

## Properties
total charge: +1
LUMO level: -4.338 eV

```
22
C6H13N2S (ωB97M-V/def2-TZVPD)
S -1.03 2.01 0.20
N -2.61 -0.23 0.03
N 0.15 -0.69 0.48
C 0.63 1.67 0.69
C 1.09 0.32 0.08
C -1.58 0.45 0.02
C 2.34 -0.11 0.86
C -2.79 -1.72 -0.10
C 1.39 0.45 -1.37
H 1.16 2.41 0.12
H 2.27 -1.06 1.31
H -3.38 -1.74 -1.02
H -1.76 -2.09 -0.24
H 0.68 1.60 1.77
H 0.50 0.41 -1.95
H 3.24 -0.14 0.27
H 0.01 -1.48 -0.29
H 1.93 1.40 -1.59
H -3.38 -2.05 0.84
H -3.44 0.34 0.04
H 2.10 -0.29 -1.84
H 2.50 0.56 1.68
```

***

Version x
Entry from OMol25: an isolated ion of composition C6H13N2S and charge +1 (ωB97M-V/def2-TZVPD).

## Properties
SMILES: C[C@@H]1CN2CC[NH2+][C@H]2S1
total charge: +1
LUMO level: -3.596 eV

```
22
C6H13N2S (ωB97M-V/def2-TZVPD)
S 1.04 -1.65 0.29
N 0.31 1.08 -0.14
N 0.83 0.76 2.12
C -0.86 1.41 0.62
C 0.01 0.35 -1.39
C 1.22 0.48 0.77
C 0.02 -1.97 -2.27
C -0.21 -1.15 -0.98
C -0.63 0.68 2.06
H -0.29 -2.93 -2.18
H -0.79 -1.65 -2.97
H 2.26 0.60 0.54
H -0.96 0.77 -1.67
H 1.36 0.08 2.77
H -1.79 0.92 0.11
H -1.33 -1.28 -0.66
H -1.36 1.05 2.78
H 0.88 0.53 -2.10
H 0.97 -1.82 -2.69
H 1.17 1.72 2.47
H -1.10 2.44 0.73
H -0.74 -0.42 1.82
```

***

Version y
Entry from OMol25: a 3-piece molecular cluster, C6H13N2S overall (ωB97M-V/def2-TZVPD).

## Properties
total charge: +1
LUMO level: -4.053 eV

```
22
C6H13N2S (ωB97M-V/def2-TZVPD)
S 3.50 1.31 1.01
N -0.02 1.06 -0.32
N 0.45 -1.37 -1.00
C 0.24 0.34 0.72
C -2.91 2.39 -0.36
C 0.49 -1.10 0.48
C -0.74 -1.99 0.72
C -1.91 2.98 -0.04
C -0.72 -2.32 -0.87
H 0.39 0.97 1.62
H -0.24 0.44 -1.19
H -0.55 -3.40 -1.23
H 1.45 -1.40 0.97
H -0.21 2.08 -0.21
H 1.34 -1.84 -1.13
H 4.55 0.55 0.62
H -1.62 -2.00 -1.26
H 3.49 1.69 -0.20
H -0.67 -2.78 1.45
H -1.54 -1.26 1.16
H -3.59 1.89 -0.97
H -1.19 3.75 0.06
```

***

It is version x that is most stable; the runner-up trails by 1.244 eV.